Entry 1:
The following is a quantum chemistry calculation of a single C2H6N2O molecule at a distorted geometry, from OMol25.

Each line ends with the Mulliken charge.
Atoms and positions in Å:
1 C -0.9732 1.0635 -0.1353  -0.669
2 C -0.9069 -0.4490 -0.1117  0.390
3 O -1.8417 -1.1927 0.0322  -0.579
4 N 0.3739 -0.9871 -0.2787  -0.127
5 N 1.5259 -0.1454 -0.0182  -0.584
6 H 0.1986 1.5794 -0.5173  0.324
7 H -2.0184 1.3848 -0.7665  0.265
8 H -1.1091 1.2899 1.1755  0.196
9 H 0.5357 -1.9607 0.0924  0.273
10 H 1.7739 -0.0052 1.0762  0.242
11 H 2.4413 -0.5775 -0.5485  0.269

Cartesian forces, eV/Å:
C 0.2 2.2 1.2
C 1.2 0.2 -0.3
O -0.5 -0.1 0.0
N 2.0 -0.7 1.4
N 2.8 -0.9 0.7
H -4.2 -1.6 1.2
H 3.3 -0.7 2.0
H 0.3 -0.2 -4.2
H -0.9 1.4 -0.7
H -0.8 -0.9 -3.3
H -3.2 1.3 1.9

Calculated values
E_tot: -264.44620 Ha
HOMO: -9.733 eV
SMILES: CC(=O)NN
multiplicity: 1

=====

Entry 2:
The following is a quantum chemistry calculation of a single C2H6N2O molecule at a distorted geometry, from OMol25.

Each line ends with the Mulliken charge.
Atoms and positions in Å:
1 O 0.2581 0.2927 -1.5283  -0.600
2 C 1.0467 -0.3144 -0.5354  -0.144
3 N 0.7704 -0.3728 0.8631  -0.348
4 C -0.3483 0.4501 1.0896  -0.151
5 N -1.4916 0.0073 0.1864  -0.725
6 H 2.0312 -0.5494 -0.7992  0.459
7 H 0.4303 -1.2685 -0.1585  0.349
8 H -0.0849 1.5221 0.8714  0.236
9 H -0.7106 0.4319 2.0941  0.334
10 H -0.8820 0.0826 -0.7686  0.402
11 H -1.9908 -0.8162 0.3151  0.187

Cartesian forces, eV/Å:
O 4.4 -2.3 3.7
C -2.6 4.4 -2.8
N 1.5 -0.6 -3.6
C -4.0 -0.1 -0.4
N 3.0 3.6 -1.5
H 1.4 -0.9 -0.4
H -0.6 -0.9 1.8
H -0.1 -1.0 -0.3
H 0.2 -0.3 0.9
H -2.7 -0.1 1.4
H -0.4 -1.8 1.2

Calculated values
E_tot: -264.36161 Ha
HOMO: -9.030 eV
multiplicity: 1

=====

Q: Which ΔE to the lowest compared entry with this formula, charge and spin values were calculated for the entries above? A: 3.840, 6.142, in eV.